# C26H29BrCeI3N6OS

A structure of composition C26H29BrCeI3N6OS in a non-equilibrium geometry (ωB97M-V with the def2-TZVPD basis set, the OMol25 dataset).

Summary:
HOMO (spin up / spin down)   -12.168 / -12.183 eV
Total charge   +2
⟨S²⟩   0.75
Frontier orbital gap (spin up / spin down)   5.862 / 5.901 eV
Spin multiplicity   2
Relative energy (zero: lowest compared OMol25 entry of this formula, charge and spin)   0.0 kcal per mole

CARTESIAN COORDINATES (ANGSTROEM)
N: -1.223 1.333 1.589
H: 1.140 -1.561 -4.259
C: 0.754 1.390 2.637
C: -3.156 -3.544 0.672
H: -2.782 -4.556 0.752
C: -4.516 1.954 0.040
C: -4.228 2.359 -4.323
H: 4.360 5.778 5.149
C: 3.717 2.605 4.250
C: 2.182 -3.986 -3.333
H: 6.487 4.722 5.832
H: 1.749 -5.884 -0.523
C: -2.614 0.133 -3.926
H: -5.372 1.107 -5.621
H: -1.965 -0.721 -3.788
H: -5.735 3.710 0.192
H: -4.163 4.879 1.701
C: -2.433 2.021 1.254
C: 1.861 -1.530 -3.441
H: 1.655 -2.905 1.192
C: -4.812 3.232 0.490
H: 3.005 -3.730 -3.998
H: -5.206 1.429 -0.608
N: 2.732 1.776 3.629
C: 4.895 1.990 4.640
H: 1.670 -0.661 -2.826
C: 1.156 -3.787 0.795
C: 1.499 -5.164 -1.297
C: -3.333 1.346 0.432
C: 1.377 -2.728 -1.371
H: 0.561 -5.483 -1.760
C: 2.589 -5.051 -2.340
C: 5.705 4.122 5.389
H: 2.563 4.408 4.129
H: -3.941 -0.886 -5.262
C: -3.717 0.047 -4.761
Br: -2.825 4.087 -2.595
H: -4.236 -3.507 0.618
C: -2.333 1.337 -3.297
H: 3.532 -4.782 -1.859
I: -0.621 1.450 -2.117
H: 2.942 0.783 3.497
C: -3.926 3.888 1.337
N: 1.307 -3.857 -0.653
C: 4.508 4.717 5.003
H: 6.820 2.293 5.524
S: 1.085 -0.359 2.529
I: -2.522 -2.446 2.367
H: -3.138 0.331 0.090
N: 1.775 -2.750 -2.642
C: -2.736 3.290 1.723
C: 3.501 3.961 4.428
H: -2.042 3.799 2.377
H: 0.105 -3.781 1.102
H: 2.863 -1.455 -3.860
N: 1.631 2.229 3.218
H: 2.731 -6.000 -2.854
N: -0.354 2.015 2.244
H: 1.621 -4.663 1.239
C: -3.132 2.458 -3.473
O: 1.025 -1.616 -0.818
H: 1.351 -4.331 -3.953
I: -2.431 -2.764 -1.168
H: -4.851 3.229 -4.480
Ce: -0.517 -0.561 0.388
C: -4.516 1.163 -4.962
H: 5.027 0.922 4.507
C: 5.895 2.759 5.214

In the Mulliken picture, each atom carries the following charge in e: atom 1 (N): 0.53, atom 2 (H): 0.33, atom 3 (C): 0.32, atom 4 (C): -0.87, atom 5 (H): 0.45, atom 6 (C): -0.79, atom 7 (C): -0.42, atom 8 (H): 0.38, atom 9 (C): 0.74, atom 10 (C): -0.60, atom 11 (H): 0.40, atom 12 (H): 0.38, atom 13 (C): -0.39, atom 14 (H): 0.41, atom 15 (H): 0.57, atom 16 (H): 0.43, atom 17 (H): 0.41, atom 18 (C): 0.76, atom 19 (C): -1.00, atom 20 (H): 0.26, atom 21 (C): -0.64, atom 22 (H): 0.38, atom 23 (H): 0.45, atom 24 (N): 0.45, atom 25 (C): -0.52, atom 26 (H): 0.21, atom 27 (C): -0.95, atom 28 (C): -0.56, atom 29 (C): 0.05, atom 30 (C): 0.59, atom 31 (H): 0.26, atom 32 (C): -0.68, atom 33 (C): -0.53, atom 34 (H): 0.42, atom 35 (H): 0.43, atom 36 (C): -0.73, atom 37 (Br): -0.08, atom 38 (H): 0.53, atom 39 (C): 0.47, atom 40 (H): 0.30, atom 41 (I): 0.43, atom 42 (H): 0.18, atom 43 (C): -0.63, atom 44 (N): 0.30, atom 45 (C): -0.55, atom 46 (H): 0.38, atom 47 (S): -0.51, atom 48 (I): 0.21, atom 49 (H): 0.07, atom 50 (N): 0.19, atom 51 (C): -0.44, atom 52 (C): -0.27, atom 53 (H): 0.48, atom 54 (H): 0.12, atom 55 (H): 0.37, atom 56 (N): -0.39, atom 57 (H): 0.38, atom 58 (N): -0.43, atom 59 (H): 0.45, atom 60 (C): -0.13, atom 61 (O): -0.66, atom 62 (H): 0.31, atom 63 (I): 0.15, atom 64 (H): 0.45, atom 65 (Ce): 0.26, atom 66 (C): -0.64, atom 67 (H): 0.34, atom 68 (C): -0.56